Arrangement 1

DFT (ωB97M-V/def2-TZVPD) results for an isolated molecule of C18H24N2O3.

```
47
Properties=species:S:1:pos:R:3
C 5.01354 -1.00196 1.02873
H 5.84691 -0.31281 0.84586
O 3.83615 -0.54700 0.41374
C 3.41746 0.71294 0.89453
C 2.09029 1.12312 0.25159
N 0.94612 0.39853 0.77487
C 0.37212 -0.68612 0.13678
C -0.80475 -1.19260 0.57820
C -1.58375 -2.30013 0.00795
O -2.36723 -2.92283 0.70495
C -1.50436 -2.61091 -1.47017
H -1.21519 -1.74722 -2.05711
H -0.80568 -3.42809 -1.64163
H -2.48598 -2.96034 -1.78547
C -1.43369 -0.67009 1.85319
N -0.48351 0.13093 2.58578
C 0.52299 0.83345 2.02919
O 1.08032 1.74964 2.60321
H -0.78170 0.47035 3.48899
H -1.68867 -1.54523 2.46911
C -2.75273 0.09413 1.61030
H -3.22551 0.26367 2.58141
H -3.40999 -0.55576 1.03383
C -2.59125 1.44974 0.91588
C -2.10255 1.36973 -0.50271
C -2.78553 0.62138 -1.45399
C -2.33858 0.56380 -2.76155
C -1.20154 1.25782 -3.14088
C -0.52593 2.02316 -2.20655
C -0.97882 2.08252 -0.90017
H -0.45798 2.69750 -0.18030
H 0.35133 2.58322 -2.49772
H -0.85146 1.21039 -4.16191
H -2.88241 -0.02038 -3.48992
H -3.67699 0.08076 -1.17205
H -3.56913 1.94159 0.91811
H -1.90983 2.07581 1.49691
C 1.16395 -1.26427 -0.99283
H 2.22412 -1.19759 -0.76439
H 0.96784 -0.72616 -1.92031
H 0.91726 -2.30817 -1.13651
H 2.13883 1.01194 -0.82885
H 1.93431 2.17653 0.50097
H 3.29625 0.68538 1.98571
H 4.17717 1.47228 0.65389
H 5.23981 -1.97165 0.59015
H 4.87803 -1.11102 2.11123
```

As for the structure (SMILES): COCCN1C(=O)N[C@@H](CCc2ccccc2)C(C(C)=O)=C1C. Its HOMO energy is -8.168 eV.

Mulliken population analysis, charges in e, atoms 1 to 2:
1. C -0.83
2. H 0.30

***

Arrangement 2

DFT (ωB97M-V/def2-TZVPD) results for an isolated molecule of C18H24N2O3.

```
47
Properties=species:S:1:pos:R:3
C 0.04127 -2.53423 0.03845
H 0.21406 -3.34339 -0.68100
O 1.06126 -2.49304 1.00838
C 2.37020 -2.45785 0.49250
C 2.76773 -1.10901 -0.12240
C 4.23113 -1.10131 -0.56644
C 4.60391 0.27396 -1.12031
C 4.30017 1.36555 -0.09269
N 2.91184 1.28763 0.30892
C 2.03259 2.23158 -0.09572
O 2.37320 3.25927 -0.65009
C 0.58968 1.92252 0.19366
C -0.13980 1.22016 -0.75151
C -1.46999 0.95730 -0.46181
C -2.04186 1.41002 0.74418
C -1.32361 2.13302 1.67689
C 0.00375 2.37945 1.37846
H 0.61103 2.93788 2.07447
H -1.77642 2.48297 2.59035
O -3.33531 1.00010 0.75727
C -3.49230 0.32781 -0.41224
N -2.44166 0.27174 -1.15610
C -4.81616 -0.27708 -0.72238
C -5.13772 -1.36339 0.30716
H -6.09796 -1.81850 0.07819
H -4.37402 -2.13777 0.29526
H -5.18414 -0.93321 1.30505
C -5.89486 0.80783 -0.72881
H -6.86014 0.37006 -0.97005
H -5.66423 1.57037 -1.46907
H -5.95919 1.27913 0.24921
H -4.73394 -0.72484 -1.71638
H 0.30147 0.89396 -1.67982
C 2.55228 0.01968 0.89294
H 3.19258 -0.15551 1.76591
H 1.51529 0.03467 1.22760
H 4.93326 1.23812 0.79218
H 4.46696 2.35747 -0.51581
H 5.66281 0.30198 -1.37975
H 4.02678 0.47219 -2.02564
H 4.86785 -1.33510 0.29053
H 4.39791 -1.86770 -1.32595
H 2.13441 -0.91344 -0.99390
H 3.01487 -2.67171 1.35009
H 2.50615 -3.25434 -0.25527
H -0.05771 -1.58884 -0.50405
H -0.88345 -2.72620 0.57956
```

As for the structure (SMILES): COC[C@@H]1CCCN(C(=O)c2ccc3oc(C(C)C)nc3c2)C1. Its HOMO energy is -8.840 eV.

Mulliken population analysis, charges in e, atoms 1 to 2:
1. C -0.41
2. H 0.37

***

arrangement 2 is favored, and the nearest alternative lies 0.0037 hartree above it.

***

Arrangement 1

DFT (ωB97M-V/def2-TZVPD) results for a cluster of 2 separate species, CH2NO4P in total.

```
9
Properties=species:S:1:pos:R:3
C 1.39270 0.43511 0.01353
N 0.47948 -0.42710 -0.02895
O -1.87563 -1.37468 0.29474
O -1.32337 1.04135 1.08899
O 2.61970 0.51011 -0.03379
O -1.44702 0.43955 -1.47378
P -1.35025 -0.02095 -0.03006
H 0.70461 1.42759 -0.14620
H 0.79978 -2.03098 0.31552
```

The net charge is -2. Its HOMO energy is 0.092 eV.

Mulliken population analysis, charges in e, atoms 1 to 2:
1. C 0.01
2. N -0.23

***

Arrangement 2

DFT (ωB97M-V/def2-TZVPD) results for the ion CH2NO4P with charge -2.

```
9
Properties=species:S:1:pos:R:3
C 0.31567 0.51944 1.23262
N -0.65384 0.18439 0.41643
O 1.18381 0.36735 -1.40037
O 0.34512 -1.93931 -0.64810
O 0.24119 0.99756 2.42903
O -1.16791 -0.41599 -2.02528
P 0.04651 -0.55388 -1.11422
H 1.31282 0.26408 0.74518
H -1.62338 0.57636 0.36471
```

As for the structure (SMILES): O=CNP(=O)([O-])[O-]. The net charge is -2. Its HOMO energy is 0.422 eV.

Mulliken population analysis, charges in e, atoms 1 to 2:
1. C 0.00
2. N -0.16

***

arrangement 2 is favored, and the nearest alternative lies 0.1125 hartree above it.

***

Arrangement 1

DFT (ωB97M-V/def2-TZVPD) results for an isolated molecule of C24H34N2O4.

```
64
Properties=species:S:1:pos:R:3
C 5.70398 -2.10402 1.64875
C 6.32667 -2.89384 0.53948
C 7.43914 -3.68911 0.74270
C 8.00227 -4.41599 -0.29486
C 7.44355 -4.34559 -1.55514
C 6.32796 -3.55536 -1.78511
C 5.76522 -2.82801 -0.74573
O 4.66775 -2.02130 -0.86556
C 4.04566 -1.91387 -2.12300
C 2.86213 -0.95361 -1.98702
O 2.27873 -0.79529 -3.25482
H 1.34254 -0.59532 -3.08883
C 1.82120 -1.49080 -0.99227
N 0.57794 -0.75613 -1.15767
C -0.59767 -1.51495 -0.76338
H -0.58919 -1.73517 0.31921
C -1.86313 -0.73042 -1.13236
N -1.90929 0.59581 -0.54499
C -2.28773 0.63280 0.85203
H -1.67754 -0.02372 1.49903
C -3.76730 0.26439 1.04061
O -3.99505 -1.12406 1.12270
H -3.48656 -1.48062 1.86110
C -4.32513 0.96222 2.29931
O -4.27007 2.36196 2.21517
C -5.17959 3.03351 1.43835
C -6.25788 2.45256 0.78659
C -7.13062 3.23940 0.05142
C -6.93485 4.60270 -0.04092
C -5.85591 5.18148 0.60823
C -4.97131 4.41855 1.34845
C -3.80066 5.03012 2.05370
H -2.87202 4.60745 1.67256
H -3.84622 4.80770 3.11850
H -3.78374 6.10751 1.91372
H -5.69725 6.24804 0.53866
H -7.61446 5.21456 -0.61428
H -7.96561 2.77318 -0.44995
H -6.43519 1.39011 0.83992
H -5.34302 0.60425 2.49669
H -3.69839 0.70696 3.16205
H -4.31875 0.59920 0.15724
H -2.15874 1.66132 1.19846
C -0.68653 1.30488 -0.86193
H -0.68158 1.46905 -1.94385
C 0.58210 0.53153 -0.48160
H 0.63522 0.40671 0.61532
H 1.45801 1.09897 -0.79929
H -0.69476 2.27654 -0.36454
H -1.88841 -0.60202 -2.21843
H -2.74780 -1.28732 -0.82552
H -0.59906 -2.46604 -1.30029
H 1.62833 -2.53941 -1.23351
H 2.22253 -1.43766 0.03009
H 3.25025 0.01432 -1.62949
H 4.73572 -1.51273 -2.87621
H 3.67816 -2.88985 -2.46788
H 5.90804 -3.51354 -2.77758
H 7.87137 -4.90585 -2.37320
H 8.87082 -5.03141 -0.11603
H 7.87331 -3.74108 1.73099
H 6.26335 -2.22496 2.57258
H 4.67703 -2.43021 1.80827
H 5.67199 -1.04850 1.38338
```

As for the structure (SMILES): Cc1ccccc1OC[C@@H](O)CN1CCN(C[C@@H](O)COc2ccccc2C)CC1. Its HOMO energy is -8.391 eV.

Mulliken population analysis, charges in e, atoms 1 to 2:
1. C -1.24
2. C 0.76

***

Arrangement 2

DFT (ωB97M-V/def2-TZVPD) results for an isolated molecule of C24H34N2O4.

```
64
Properties=species:S:1:pos:R:3
C 4.94244 -0.40316 1.38821
H 5.50297 0.39566 0.89279
O 4.38579 -1.29404 0.45600
C 3.47245 -0.79910 -0.45368
C 3.05553 0.51566 -0.52414
C 2.13543 0.89780 -1.49616
C 1.65869 -0.05347 -2.37663
C 2.05198 -1.39227 -2.31096
C 2.97454 -1.77252 -1.33609
O 3.43049 -3.05966 -1.20454
H 4.05407 -3.05997 -0.46543
O 1.46626 -2.19407 -3.24212
C 1.67339 -3.58938 -3.21147
H 2.71852 -3.84737 -3.39168
H 1.05529 -3.98734 -4.01594
H 1.35652 -4.02042 -2.25922
H 0.96087 0.21161 -3.15469
C 1.58820 2.30456 -1.51177
N 0.35721 2.47041 -0.74435
C -0.75795 1.72130 -1.29199
C -2.03499 2.06095 -0.53149
N -1.83903 1.76594 0.87095
C -3.06051 1.68396 1.64481
H -3.79905 2.44475 1.34464
C -3.67175 0.28656 1.48805
H -4.60138 0.22547 2.05553
H -3.91422 0.11646 0.43786
C -2.68189 -0.79275 1.95136
C -2.94438 -2.10042 1.26468
C -3.81810 -3.03661 1.80144
C -4.07589 -4.22352 1.13774
C -3.46305 -4.48945 -0.07462
C -2.59148 -3.56173 -0.62024
C -2.33680 -2.37664 0.04526
H -1.65449 -1.65462 -0.38135
H -2.10777 -3.76298 -1.56540
H -3.66291 -5.41657 -0.59186
H -4.75716 -4.94366 1.56800
H -4.29830 -2.83490 2.74883
H -2.74500 -0.90984 3.03469
H -1.67943 -0.44616 1.69448
H -2.81633 1.84824 2.69707
C -0.75045 2.53688 1.43591
C 0.51841 2.15650 0.66255
H 0.70984 1.08156 0.82083
H 1.36950 2.72091 1.04950
C -0.96812 4.06385 1.42537
H -0.69684 4.44991 0.44017
H -2.02338 4.28015 1.60714
C -0.14268 4.77813 2.49389
O -0.36407 6.16929 2.50648
H -0.18267 6.51504 1.62520
H -0.42740 4.43203 3.49090
H 0.92714 4.56706 2.34882
H -0.62762 2.20836 2.47571
H -2.30421 3.11600 -0.70318
H -2.84719 1.43934 -0.91216
H -0.58854 0.63457 -1.21919
H -0.87399 1.98957 -2.34463
H 1.37010 2.61027 -2.53820
H 2.32426 2.99704 -1.09314
H 3.43982 1.25366 0.16108
H 4.17322 0.03501 2.03186
H 5.62339 -0.99891 1.99448
```

As for the structure (SMILES): COc1cc(CN2CCN(CCCc3ccccc3)[C@H](CCO)C2)cc(OC)c1O. Its HOMO energy is -8.117 eV.

Mulliken population analysis, charges in e, atoms 1 to 2:
1. C -0.86
2. H 0.33

***

arrangement 1 is favored, and the nearest alternative lies 0.0154 hartree above it.

***

Arrangement 1

DFT (ωB97M-V/def2-TZVPD) results for an isolated molecule of C10H14N2.

```
26
Properties=species:S:1:pos:R:3
C -0.46572 -0.23606 -0.48115
C -2.59055 -0.27574 3.05952
C -2.00501 -2.07623 -0.13461
C -2.36357 -1.08510 2.07105
C 0.66594 2.01736 0.06875
C 2.10762 0.53136 -0.68752
C 2.21101 2.07367 -0.33645
C 0.55994 0.59636 -0.48205
C -1.45257 -3.48555 -0.44986
C 2.63864 2.76924 -1.56536
N -1.36342 -1.01016 -0.77965
N -2.40466 -1.93388 1.21492
H -3.10894 0.57592 2.80573
H -2.33839 -0.48350 4.02841
H -2.87613 -2.15269 -0.74430
H 0.50146 2.09865 1.06077
H -0.07166 2.76750 -0.35314
H 2.40147 0.32166 -1.62594
H 2.53235 -0.35914 -0.09681
H 2.89712 2.08050 0.49279
H -2.01577 -4.39037 0.05587
H -0.45567 -3.36884 -0.01975
H -1.23646 -3.78494 -1.50673
H 3.59431 2.48628 -1.92883
H 2.75518 3.74748 -1.41243
H 1.88349 2.57621 -2.25326
```

As for the structure (SMILES): C=C=N[C@H](C)N=C=C1CC(C)C1. Its HOMO energy is -7.821 eV.

Mulliken population analysis, charges in e, atoms 1 to 2:
1. C 1.00
2. C -1.25

***

Arrangement 2

DFT (ωB97M-V/def2-TZVPD) results for an isolated molecule of C10H14N2.

```
26
Properties=species:S:1:pos:R:3
C 1.34392 0.86141 -2.33671
C -0.49870 -0.11052 -1.08540
C -1.13634 -1.43946 -0.81454
C -0.35479 -2.23078 0.23141
C -0.25304 -1.43144 1.56334
C -0.07984 0.03312 1.42398
C 0.30126 0.79540 2.51468
C 0.31613 2.15131 2.41275
C -0.26362 2.01531 0.16090
C -0.29472 0.63594 0.20692
H 1.45204 1.75713 -1.70097
H 2.32336 0.53264 -2.80632
H 0.70408 1.28087 -3.22300
H 0.66866 -0.94065 -2.50692
H -1.33623 0.34606 -1.70873
H -1.06569 -2.04596 -1.69448
H -2.19007 -1.17088 -0.61302
H -0.94413 -3.16374 0.44459
H 0.55942 -2.55256 -0.17891
H -1.08542 -1.57526 2.21829
H 0.70624 -1.79235 2.04826
H 0.50919 0.24102 3.42649
H 0.44126 2.79000 3.26764
H -0.63830 2.54975 -0.72526
N 0.76972 -0.31303 -1.75550
N 0.04563 2.77669 1.23052
```

As for the structure (SMILES): CN[C@H]1CCCc2ccncc21. Its HOMO energy is -9.022 eV.

Mulliken population analysis, charges in e, atoms 1 to 2:
1. C -0.88
2. C 0.27

***

arrangement 2 is favored, and the nearest alternative lies 0.1918 hartree above it.